The following is a DFT calculation (the ωB97M-V functional and the def2-TZVPD basis) of a structure of composition C20H43CoN2OP3S at a distorted geometry.

Geometry as ORCA input:
```
! wB97M-V def2-TZVPD RIJCOSX def2/J DEFGRID3
* xyz 3 5
Co -0.733 -0.214 0.816
P -2.663 -0.986 1.157
P 0.424 -2.334 0.892
P -1.216 1.455 -0.590
H 6.372 -1.233 -6.195
C 6.370 -0.131 -6.147
C 7.211 0.534 -5.335
H 7.924 0.000 -4.686
C -3.587 -1.807 -0.195
C -2.797 -2.192 2.529
C -3.848 0.299 1.717
C 2.246 -2.407 0.610
C 0.473 -3.140 2.555
C -0.125 -3.720 -0.189
C 0.075 2.521 -1.352
C -2.162 2.864 0.149
C -2.227 1.094 -2.091
H 5.685 0.403 -6.825
H 7.240 1.635 -5.315
H -4.560 -2.163 0.171
H -3.014 -2.661 -0.572
H -3.753 -1.107 -1.021
H -3.852 -2.363 2.784
H -2.284 -1.821 3.426
H -2.351 -3.153 2.251
H -4.794 0.223 1.166
H -3.444 1.301 1.542
H -4.063 0.205 2.789
H 2.678 -3.328 1.024
H 2.691 -1.534 1.102
H 2.459 -2.355 -0.465
H 0.405 -4.230 2.436
H -0.335 -2.793 3.202
H 1.432 -2.897 3.030
H 0.569 -4.564 -0.065
H -0.109 -3.391 -1.237
H -1.141 -4.039 0.079
H -0.351 3.500 -1.609
H 0.486 2.066 -2.263
H 0.877 2.659 -0.618
H -1.942 3.770 -0.432
H -1.846 3.047 1.186
H -3.240 2.687 0.098
H -2.198 1.966 -2.762
H -3.271 0.878 -1.827
H -1.797 0.230 -2.615
C 2.261 0.171 -1.339
C 1.634 -0.612 -2.379
C 2.228 -0.711 -3.623
C 3.387 0.006 -3.921
C 3.956 0.858 -2.963
C 3.404 0.975 -1.705
O 1.857 0.163 -0.135
H -0.963 -0.987 -0.376
H 0.714 -1.137 -2.123
H 1.774 -1.354 -4.372
H 3.854 -0.081 -4.908
H 4.847 1.433 -3.201
H 3.817 1.610 -0.924
S 0.260 0.592 2.536
C -0.931 1.487 3.405
N -1.813 1.031 4.313
C -2.552 2.114 4.948
C -2.002 3.357 4.276
N -1.096 2.823 3.264
H -1.901 0.055 4.560
H -2.392 2.130 6.037
H -3.624 1.983 4.752
H -1.472 4.013 4.982
H -2.787 3.931 3.774
H -0.372 3.374 2.817
*
```

As for the gap between HOMO and LUMO (spin up / spin down): 5.22 / 3.00 eV. The value obtained for the HOMO energy (spin up / spin down) is -15.2 / -15.2 eV. The calculation puts the energy above the lowest of the compared OMol25 structures with the same formula, charge and spin at 18.9 kcal/mol. The total energy is -3776.55627 a.u. As for the expectation value of S²: 6.074.


The following is a DFT calculation (the ωB97M-V functional and the def2-TZVPD basis) of a structure of composition C20H43GaOP3Se at a distorted geometry.

Geometry as ORCA input:
```
! wB97M-V def2-TZVPD RIJCOSX def2/J DEFGRID3
* xyz 3 1
Ga -0.429 -0.031 -0.514
P -2.980 -0.128 0.108
P -0.062 -2.354 0.339
P -0.216 2.358 0.210
H 4.713 -0.910 -0.901
C 4.604 0.062 -0.410
C 4.360 0.170 0.906
H 4.173 -0.716 1.526
C -3.912 -0.212 -1.477
C -3.703 -1.533 1.036
C -3.792 1.289 0.936
C 1.728 -2.653 0.469
C -0.690 -3.119 1.864
C -0.632 -3.425 -1.017
C 1.554 2.740 0.369
C -0.921 3.111 1.707
C -0.823 3.336 -1.196
H 4.679 0.947 -1.055
H 4.191 1.144 1.380
H -4.995 -0.249 -1.291
H -3.613 -1.109 -2.032
H -3.681 0.668 -2.088
H -4.800 -1.484 0.983
H -3.406 -1.477 2.091
H -3.375 -2.491 0.615
H -4.883 1.153 0.918
H -3.548 2.229 0.427
H -3.469 1.343 1.984
H 1.965 -3.587 -0.057
H 1.996 -2.742 1.531
H 2.299 -1.826 0.030
H -0.582 -4.209 1.775
H -1.743 -2.878 2.046
H -0.095 -2.771 2.718
H -0.042 -4.349 -0.995
H -0.494 -2.911 -1.981
H -1.698 -3.659 -0.889
H 1.738 3.747 -0.025
H 2.161 2.009 -0.180
H 1.829 2.697 1.431
H -0.781 4.199 1.645
H -0.392 2.732 2.590
H -1.990 2.899 1.815
H -0.290 4.295 -1.212
H -1.901 3.513 -1.090
H -0.641 2.790 -2.132
C 0.841 0.037 -3.943
C 2.180 -0.136 -3.511
C 3.230 -0.071 -4.436
C 2.994 0.223 -5.781
C 1.680 0.472 -6.190
C 0.633 0.425 -5.281
Se -0.760 -0.269 -2.951
H 0.652 0.019 0.671
H 2.401 -0.336 -2.463
H 4.256 -0.248 -4.115
H 3.815 0.244 -6.497
H 1.461 0.683 -7.232
H -0.370 0.659 -5.627
C -1.194 0.496 4.734
C -0.084 0.000 3.848
C 1.148 -0.571 4.490
O -0.219 0.070 2.610
H -0.902 0.438 5.789
H -2.092 -0.118 4.561
H -1.439 1.535 4.463
H 1.076 -1.669 4.532
H 2.034 -0.300 3.906
H 1.246 -0.191 5.513
*
```

As for the gap between HOMO and LUMO (spin up / spin down): 3.40 / 3.12 eV. The value obtained for the HOMO energy (spin up / spin down) is -16.2 / -16.1 eV. The calculation puts the energy above the lowest of the compared OMol25 structures with the same formula, charge and spin at 38.2 kcal/mol. The total energy is -6212.28963 a.u.


The following is a DFT calculation (the ωB97M-V functional and the def2-TZVPD basis) of a structure of composition C20H43N2OP3W at a distorted geometry.

Geometry as ORCA input:
```
! wB97M-V def2-TZVPD RIJCOSX def2/J DEFGRID3
* xyz 4 3
W -0.230 -0.825 0.255
P -0.613 -1.130 2.660
P -2.344 0.329 -0.220
P 2.234 -0.500 0.503
H 1.129 7.162 -5.632
C 2.027 6.600 -5.934
C 2.022 5.778 -6.970
H 1.119 5.610 -7.577
C -0.409 0.297 3.795
C -2.322 -1.740 2.966
C 0.518 -2.443 3.307
C -2.477 0.990 -1.923
C -3.856 -0.708 -0.131
C -2.785 1.786 0.815
C 3.145 -0.006 -1.006
C 3.167 -1.986 1.044
C 2.780 0.764 1.723
H 2.944 6.808 -5.360
H 2.931 5.256 -7.306
H -0.738 -0.208 4.731
H -1.110 1.076 3.378
H 0.684 0.562 3.720
H -2.299 -2.145 3.971
H -2.532 -2.600 2.313
H -3.080 -1.000 2.747
H 0.932 -2.109 4.284
H 1.297 -2.703 2.589
H -0.054 -3.329 3.520
H -3.539 1.161 -2.123
H -2.072 0.251 -2.627
H -1.910 1.927 -1.996
H -4.673 -0.086 0.258
H -3.707 -1.582 0.509
H -4.082 -1.039 -1.152
H -3.687 2.238 0.374
H -1.954 2.501 0.789
H -2.974 1.465 1.849
H 4.191 -0.271 -0.867
H 3.030 1.081 -1.145
H 2.720 -0.536 -1.871
H 4.187 -1.872 0.652
H 2.714 -2.888 0.617
H 3.187 -2.032 2.137
H 3.849 0.951 1.537
H 2.626 0.378 2.739
H 2.207 1.684 1.571
C 0.709 1.417 -2.165
C 0.623 2.595 -1.338
C 1.050 3.802 -1.857
C 1.568 3.859 -3.148
C 1.689 2.717 -3.964
C 1.269 1.487 -3.502
O 0.347 0.278 -1.738
H -0.023 0.828 0.863
H 0.230 2.504 -0.325
H 0.947 4.674 -1.222
H 1.889 4.822 -3.546
H 2.098 2.782 -4.967
H 1.341 0.543 -4.056
C -2.769 -5.025 2.524
N -1.416 -4.665 2.022
C -0.329 -5.692 2.274
C -1.179 -3.644 1.260
N -0.668 -2.934 0.480
H -2.727 -6.070 2.856
H -3.452 -4.909 1.693
H -3.099 -4.401 3.366
H 0.634 -5.311 1.946
H -0.284 -5.992 3.341
H -0.644 -6.579 1.690
*
```

As for the gap between HOMO and LUMO (spin up / spin down): 2.13 / 2.06 eV. The value obtained for the HOMO energy (spin up / spin down) is -17.2 / -16.9 eV. The calculation puts the energy above the lowest of the compared OMol25 structures with the same formula, charge and spin at 3.2 kcal/mol. The total energy is -2062.09817 a.u. As for the expectation value of S²: 2.032.


What did the second record say?
The following is a DFT calculation (the ωB97M-V functional and the def2-TZVPD basis) of a structure of composition C20H43GaOP3Se at a distorted geometry.

Geometry as ORCA input:
```
! wB97M-V def2-TZVPD RIJCOSX def2/J DEFGRID3
* xyz 3 1
Ga -0.429 -0.031 -0.514
P -2.980 -0.128 0.108
P -0.062 -2.354 0.339
P -0.216 2.358 0.210
H 4.713 -0.910 -0.901
C 4.604 0.062 -0.410
C 4.360 0.170 0.906
H 4.173 -0.716 1.526
C -3.912 -0.212 -1.477
C -3.703 -1.533 1.036
C -3.792 1.289 0.936
C 1.728 -2.653 0.469
C -0.690 -3.119 1.864
C -0.632 -3.425 -1.017
C 1.554 2.740 0.369
C -0.921 3.111 1.707
C -0.823 3.336 -1.196
H 4.679 0.947 -1.055
H 4.191 1.144 1.380
H -4.995 -0.249 -1.291
H -3.613 -1.109 -2.032
H -3.681 0.668 -2.088
H -4.800 -1.484 0.983
H -3.406 -1.477 2.091
H -3.375 -2.491 0.615
H -4.883 1.153 0.918
H -3.548 2.229 0.427
H -3.469 1.343 1.984
H 1.965 -3.587 -0.057
H 1.996 -2.742 1.531
H 2.299 -1.826 0.030
H -0.582 -4.209 1.775
H -1.743 -2.878 2.046
H -0.095 -2.771 2.718
H -0.042 -4.349 -0.995
H -0.494 -2.911 -1.981
H -1.698 -3.659 -0.889
H 1.738 3.747 -0.025
H 2.161 2.009 -0.180
H 1.829 2.697 1.431
H -0.781 4.199 1.645
H -0.392 2.732 2.590
H -1.990 2.899 1.815
H -0.290 4.295 -1.212
H -1.901 3.513 -1.090
H -0.641 2.790 -2.132
C 0.841 0.037 -3.943
C 2.180 -0.136 -3.511
C 3.230 -0.071 -4.436
C 2.994 0.223 -5.781
C 1.680 0.472 -6.190
C 0.633 0.425 -5.281
Se -0.760 -0.269 -2.951
H 0.652 0.019 0.671
H 2.401 -0.336 -2.463
H 4.256 -0.248 -4.115
H 3.815 0.244 -6.497
H 1.461 0.683 -7.232
H -0.370 0.659 -5.627
C -1.194 0.496 4.734
C -0.084 0.000 3.848
C 1.148 -0.571 4.490
O -0.219 0.070 2.610
H -0.902 0.438 5.789
H -2.092 -0.118 4.561
H -1.439 1.535 4.463
H 1.076 -1.669 4.532
H 2.034 -0.300 3.906
H 1.246 -0.191 5.513
*
```

As for the gap between HOMO and LUMO (spin up / spin down): 3.40 / 3.12 eV. The value obtained for the HOMO energy (spin up / spin down) is -16.2 / -16.1 eV. The calculation puts the energy above the lowest of the compared OMol25 structures with the same formula, charge and spin at 38.2 kcal/mol. The total energy is -6212.28963 a.u.


Question: Which formula does entry 2 have?
Answer: C20H43GaOP3Se